Entry 1:
92
Properties=species:S:1:pos:R:3 method="wB97M-V/def2-TZVPD" de_lowest_kcal_mol=193.5 homo_energy_ev=-6.04 total_energy_ha=-3717.531487 charge=0 homo_lumo_gap_ev=6.45
Ga 0.0133 -0.0902 -0.0411
Si -1.8157 -0.0572 -1.9113
O 0.2454 -1.7154 0.5895
N 1.7183 0.6074 -0.6523
N 2.6571 -1.0934 -1.9289
N -1.9764 2.8328 2.2919
N 4.0530 0.1320 -0.5656
N -0.4259 1.1765 1.4245
N -2.5558 0.5846 2.1293
C 1.0315 2.9723 2.1859
C -2.1059 -0.7625 1.7653
C 3.0999 -2.4188 -1.5105
C -1.5973 1.5430 1.9036
C -1.7913 4.0331 1.4971
C 0.3210 1.0459 -3.4886
C -3.7855 -2.0572 -2.7566
C -2.9292 -1.6800 -1.5390
C -4.1496 1.5544 -2.4775
C -0.8431 -0.1227 -3.5895
C 1.7555 1.7239 0.2350
C 0.7522 1.9697 1.2537
C -4.0306 0.8283 2.0783
C -0.2835 -1.6793 -3.8139
C 2.7879 -0.0907 -1.0288
C 1.3823 -1.1121 -2.6861
C 2.9552 3.7138 0.9836
C 4.3384 0.1402 0.8557
C 2.0996 3.8402 2.0630
C 5.1846 0.1603 -1.4633
C -2.0123 -2.8555 -1.1765
C -1.6446 0.2133 -4.8500
C -3.9141 -1.4871 -0.3427
C -2.9823 1.9449 -0.2865
C -2.8038 1.6311 -1.7439
C -2.2091 3.0837 3.7001
C -2.0350 2.8346 -2.3017
C 2.7743 2.6698 0.0964
H -2.0346 1.9895 0.2585
H 0.9599 1.0019 -4.3817
H -2.2256 2.1530 4.2642
H -1.0186 0.1172 -5.7441
H -4.6843 2.5120 -2.4113
H 0.9592 1.0337 -2.6259
H -1.3745 -3.1533 -2.0086
H 5.0070 -0.6902 1.1028
H -2.6205 -3.7307 -0.9102
H -2.7074 4.6293 1.5354
H 4.8720 0.4456 -2.4655
H -0.1347 2.0332 -3.4850
H -1.1390 -2.3422 -4.0231
H -2.0092 -0.8618 0.7068
H -4.4504 -1.2440 -3.0599
H 3.1032 -3.0880 -2.3694
H 5.9061 0.9027 -1.1144
H -4.0213 1.3248 -3.5371
H 3.7777 4.4037 0.8478
H -2.7909 -1.5119 2.1565
H -1.1338 -0.9883 2.2027
H -4.8040 0.7921 -2.0512
H -3.4662 2.9235 -0.1636
H 2.4180 -2.8126 -0.7475
H -4.6967 -0.7556 -0.5756
H 1.4302 -1.8494 -3.6284
H -1.9209 2.7909 -3.3845
H 5.6926 -0.8092 -1.5204
H -1.3563 -2.6267 -0.3269
H -2.5785 3.7628 -2.0816
H 0.5829 -1.3389 -1.9864
H 4.1108 -2.4019 -1.1024
H -3.1679 3.5903 3.8476
H -3.1731 -2.3225 -3.6201
H -4.5424 -0.1267 2.1487
H -2.4969 -0.4568 -4.9724
H -4.4129 -2.9262 -2.5255
H -4.4227 -2.4343 -0.1261
H 0.3542 -2.1700 -2.8605
H -2.0265 1.2360 -4.8359
H 2.2519 4.6189 2.7988
H 0.3575 -1.7227 -4.7006
H 4.8255 1.0735 1.1543
H 0.3779 3.0761 3.0403
H -3.3955 -1.1595 0.5730
H -4.3420 1.4243 2.9377
H 3.4630 2.5629 -0.7303
H -4.4035 1.3329 1.1352
H -1.0398 2.9214 -1.8545
H -1.4210 3.7200 4.1210
H -1.5847 3.8116 0.4590
H 3.4276 0.0192 1.4389
H -3.5343 1.2385 0.3095
H 1.1410 -0.1853 -3.1498
H -0.9725 4.6481 1.8883

Entry 2:
100
Properties=species:S:1:pos:R:3 method="wB97M-V/def2-TZVPD" s_squared=2.02 de_lowest_kcal_mol=0.0 homo_energy_ev="-7.49 / -7.50" total_energy_ha=-2573.429272 charge=+1 homo_lumo_gap_ev="5.06 / 4.57" spin_multiplicity=3
W -0.0318 -0.1752 1.3806
Cl 0.5782 2.7501 2.7994
N -1.8338 0.7374 2.6734
N 1.7544 -0.0393 3.2493
N -0.1760 0.3664 -0.8190
N -6.2550 4.7291 1.8648
N -1.9836 -1.1024 0.6745
N 1.3637 -1.3206 -1.5358
N 1.1717 0.4837 -2.7983
N 3.2824 0.5680 4.7004
N -0.7260 -1.8114 2.8496
C 1.3693 -1.7385 0.8607
C -0.3089 2.7084 -1.8630
C 2.3479 0.1515 -3.5304
C -0.7421 3.5011 -2.8985
C -1.5911 0.1867 4.0117
C -3.1973 0.4530 2.1945
C -1.7583 3.1053 -3.7718
C -4.3138 3.4504 0.7294
C 1.0985 0.1460 5.7215
C 0.9965 0.3905 -5.6503
C 1.7247 -2.0928 -0.4413
C -2.1990 2.0100 -0.4662
C 2.9761 0.1423 2.6046
C 3.4558 -0.1610 -5.6229
C -5.3907 4.1753 1.3485
C 0.9019 1.7885 1.2714
C -3.2611 -0.8263 1.3757
C -1.9589 3.0959 0.3850
C -3.5355 1.6946 -0.7183
C 3.9213 0.5283 3.4866
C -1.6940 -2.5506 0.6592
C 1.9145 -2.5954 1.8497
C -2.1584 1.7621 -3.6759
C -2.1398 -0.5582 -2.7958
C 0.7612 -0.1039 -1.6631
C 1.9914 0.2264 4.5289
C -1.0853 1.4826 -1.4442
C -1.6069 -1.3267 3.9495
C -4.5822 2.3947 -0.1370
C 2.7841 -3.5921 -2.2038
C -1.2552 -2.9739 2.0707
C -2.9864 3.7991 0.9866
C 4.7057 -0.3425 -3.5833
C 2.2829 0.1175 -4.9269
C 2.4877 -3.2367 -0.7697
C 2.9571 -4.0325 0.2526
C 2.6851 -3.7043 1.5743
C -1.7795 0.9094 -2.6766
C 4.6537 -0.4016 -4.9683
C 3.5560 -0.0528 -2.8683
H -2.0975 3.7395 -4.5763
H 3.5947 0.0316 -1.7881
H 0.4369 -0.7159 5.6701
H 0.2115 -0.2966 -5.3320
H -1.2851 -1.7433 4.9054
H 0.4705 2.3952 0.4923
H -3.5128 1.2858 1.5895
H 1.8713 -3.6581 -2.8020
H 0.1528 -2.1018 3.2611
H 4.9638 0.7600 3.3665
H 0.6665 1.3260 -3.0709
H -1.5652 -1.0719 -3.5757
H -2.6158 -1.6948 3.7834
H -5.6081 2.1437 -0.3727
H 1.9810 1.8099 1.1469
H 3.2789 -4.5593 -2.2543
H -0.4658 -3.7173 1.9844
H -2.3329 0.5326 4.7390
H 1.1344 0.2824 -6.7247
H 3.0799 -4.3061 2.3825
H -1.6892 1.7441 2.7119
H -3.1943 -0.6950 -3.0543
H -4.0624 -0.7477 0.6404
H 1.7882 -2.3713 2.9011
H -2.7676 4.6443 1.6269
H 3.4213 -0.1885 -6.7051
H -2.5708 -3.1219 0.3439
H 3.6975 0.8180 5.5820
H 0.6292 1.4006 -5.4537
H 3.4440 -2.8624 -2.6845
H -0.6169 0.5501 4.3188
H -2.0760 -3.4270 2.6270
H 3.5496 -4.9075 0.0160
H -3.7701 0.9347 -1.4530
H -3.8905 0.3835 3.0388
H -0.9543 3.4686 0.5213
H -0.8948 -2.7249 -0.0585
H 0.5634 2.9989 -1.2944
H -2.7739 1.3488 -4.4730
H -0.2257 4.4399 -3.0710
H 5.5460 -0.6225 -5.5385
H 5.6393 -0.5025 -3.0605
H -2.0431 -0.7599 -0.2805
H -3.4933 -1.6884 1.9976
H 0.4992 1.0491 5.8432
H 3.0934 -0.0499 1.5556
H 1.7055 0.0340 6.6186
H -1.9535 -1.1390 -1.8910
H 1.8698 -1.5633 -2.3741

Entry 3:
9
Properties=species:S:1:pos:R:3 method="wB97M-V/def2-TZVPD" de_lowest_kcal_mol=78.0 homo_energy_ev=-11.04 total_energy_ha=-284.048859 charge=0 homo_lumo_gap_ev=9.45
O 0.6637 -1.0180 -1.1523
N -0.5958 -0.7783 2.5189
C -1.7987 1.1407 0.0764
C -0.6887 0.4544 0.2413
C 0.4590 0.3092 -0.7736
C -0.6279 -0.2250 1.5009
H 1.3562 0.7621 -0.3306
H 0.2073 0.8655 -1.6782
H 1.0250 -1.5106 -0.4028